Entry from OMol25: a cluster of 2 separate species, C19H28ClF11N2O7P in total (the ωB97M-V functional and the def2-TZVPD basis).

ORCA input file:
```
! wB97M-V def2-TZVPD RIJCOSX def2/J DEFGRID3
* xyz 1 1
N 1.65 -1.62 4.20
C 1.53 -1.13 2.82
C 2.60 -0.08 2.49
O 3.41 -0.53 1.38
C 1.98 1.24 2.02
C 1.33 0.95 0.69
C 0.06 1.61 0.16
C -1.07 1.82 1.16
F -1.14 0.80 2.04
F -2.28 1.89 0.52
C -0.95 3.17 1.92
F -1.38 3.03 3.18
F 0.36 3.57 1.96
C -0.18 0.75 -1.10
C -1.26 1.23 -2.08
P -2.65 0.06 -2.12
O -2.43 -0.98 -3.11
O -2.78 -0.55 -0.64
O -3.92 1.00 -2.34
C 1.30 0.62 -1.63
C 1.59 1.02 -3.08
F 0.90 0.12 -3.83
F 1.13 2.26 -3.37
C 3.09 0.93 -3.51
F 3.73 0.07 -2.67
F 3.66 2.14 -3.37
C 3.31 0.45 -4.97
F 4.57 0.69 -5.29
F 3.08 -0.84 -5.06
F 2.51 1.11 -5.79
N 2.22 1.18 -0.54
C 2.65 2.60 -0.67
C 4.13 2.91 -0.64
O 4.54 3.90 -1.13
Cl 5.17 1.80 0.20
H 2.35 -2.36 4.22
H 0.79 -2.08 4.45
H 1.66 -1.94 2.11
H 0.53 -0.76 2.67
H 3.23 0.06 3.36
H 4.14 -1.06 1.70
H 2.74 2.02 1.99
H 1.23 1.53 2.74
H 1.14 -0.12 0.65
H 0.23 2.60 -0.24
H -1.53 3.94 1.40
H -0.42 -0.27 -0.81
H -1.61 2.22 -1.82
H -0.93 1.25 -3.11
H -3.49 -0.20 -0.09
H -4.68 0.72 -1.81
H 1.52 -0.44 -1.63
H 2.99 0.52 -0.44
H 2.20 3.18 0.13
H 2.31 3.03 -1.60
O -1.28 -2.79 1.77
C -2.39 -3.05 1.39
O -3.43 -2.57 2.10
C -4.79 -2.69 1.66
C -5.41 -4.00 2.10
C -2.64 -3.96 0.21
H -4.86 -2.55 0.58
H -5.30 -1.86 2.13
H -4.91 -4.86 1.65
H -6.46 -4.03 1.82
H -5.34 -4.10 3.18
H -2.67 -4.99 0.56
H -1.82 -3.84 -0.49
H -3.57 -3.75 -0.33
*
```

HOMO energy: -0.443 Eh
E_tot: -3276.9376 Eh
Max |F|: 1.0 eV Å⁻¹

---

Entry from OMol25: a structure of composition C19H28ClHfN3O4S2 (the ωB97M-V functional and the def2-TZVPD basis).

ORCA input file:
```
! wB97M-V def2-TZVPD RIJCOSX def2/J DEFGRID3
* xyz 2 1
Hf 0.05 -0.11 1.43
C -4.66 -1.35 -1.60
C -3.56 -0.37 -1.31
C -3.41 0.18 -0.03
C -2.42 1.12 0.23
C -1.56 1.54 -0.79
C -1.70 1.01 -2.07
C -2.69 0.06 -2.32
H -5.63 -0.84 -1.59
H -4.71 -2.12 -0.83
H -4.54 -1.82 -2.57
H -4.08 -0.12 0.76
H -2.38 1.59 1.21
H -0.85 2.33 -0.59
H -1.09 1.37 -2.88
H -2.81 -0.33 -3.32
N 3.09 -3.68 0.99
C 2.15 -2.74 0.26
C 2.96 -1.74 -0.55
C 2.05 -0.77 -1.32
N 1.43 0.24 -0.40
C 0.98 -1.52 -2.10
C 0.19 -2.50 -1.25
N -0.62 -1.77 -0.23
C 1.13 -3.50 -0.57
H 3.64 -3.14 1.67
H 3.73 -4.15 0.36
H 2.56 -4.38 1.51
H 1.66 -2.22 1.07
H 3.57 -2.26 -1.29
H 3.63 -1.18 0.11
H 2.67 -0.22 -2.02
H 0.90 0.89 -0.99
H 2.19 0.82 -0.01
H 1.47 -2.07 -2.90
H 0.30 -0.81 -2.59
H -0.48 -3.07 -1.90
H -1.14 -2.46 0.31
H -1.35 -1.26 -0.74
H 1.61 -4.10 -1.34
H 0.56 -4.18 0.07
S 2.19 -0.38 2.65
C 2.87 1.18 2.15
C 4.25 1.33 2.01
C 4.80 2.55 1.65
C 3.98 3.64 1.41
C 2.60 3.51 1.52
C 2.04 2.29 1.90
S 0.26 2.21 2.06
H 4.89 0.48 2.22
H 5.88 2.65 1.58
H 4.40 4.59 1.14
H 1.96 4.35 1.34
O -2.02 -2.50 4.09
Cl -1.18 -1.77 3.26
O -1.89 -1.20 2.06
O -0.59 -0.59 3.83
O -0.10 -2.54 2.65
*
```

HOMO energy: -0.510 Eh
E_tot: -2509.9775 Eh
Max |F|: 0.5 eV Å⁻¹
Energy above the lowest of the compared OMol25 structures with the same formula, charge and spin: 12.3 kcal/mol

---

Entry from OMol25: a structure of composition C19H28ClO2V at a distorted geometry (the ωB97M-V functional and the def2-TZVPD basis).

ORCA input file:
```
! wB97M-V def2-TZVPD RIJCOSX def2/J DEFGRID3
* xyz 0 3
O -1.33 -1.35 -1.23
C -1.65 -1.23 0.18
C -1.72 -2.78 0.31
H -2.62 -0.79 0.46
H -0.84 -0.64 0.59
C -0.99 -2.79 -1.06
H -2.72 -3.20 0.22
H -1.23 -3.22 1.18
C -1.65 -3.52 -2.26
H -2.64 -3.08 -2.44
H -1.76 -4.62 -2.18
H -1.00 -3.30 -3.14
C 0.53 -2.95 -0.88
H 0.93 -2.19 -0.17
H 1.06 -2.80 -1.83
H 0.84 -3.92 -0.44
V 2.50 1.05 0.95
C 3.67 -0.15 2.60
C 3.33 1.00 3.37
C 1.91 1.12 3.39
H 4.02 1.62 3.94
C 1.35 0.04 2.63
C 2.43 -0.77 2.14
H 2.32 -1.72 1.63
H 4.66 -0.58 2.48
H 1.34 1.86 3.94
H 0.29 -0.18 2.47
C 4.54 1.17 -0.21
C 3.96 -0.14 -0.27
C 2.66 -0.03 -0.89
H 4.42 -1.06 0.07
C 2.44 1.36 -1.20
C 3.60 2.10 -0.76
H 3.75 3.18 -0.88
H 5.55 1.42 0.14
H 2.00 -0.84 -1.18
H 1.53 1.75 -1.63
O -2.13 1.44 -0.79
C -3.40 0.82 -1.21
C -4.56 1.82 -1.26
H -3.69 0.03 -0.50
H -3.29 0.39 -2.21
C -3.98 3.11 -0.64
H -5.43 1.45 -0.72
H -4.86 1.95 -2.30
C -2.47 2.79 -0.39
H -4.48 3.38 0.31
H -4.11 3.94 -1.34
H -2.32 2.81 0.71
H -1.82 3.52 -0.89
Cl 1.04 2.72 1.18
*
```

HOMO energy (spin up / spin down): -0.282 / -0.296 Eh
⟨S²⟩: 2.04
E_tot: -2295.3822 Eh
Max |F|: 3.0 eV Å⁻¹
Energy above the lowest of the compared OMol25 structures with the same formula, charge and spin: 4.2 kcal/mol

---

Which value of max |F| does entry 1 give?
1.0 eV Å⁻¹

---

max |F| of number 3 (C19H28ClO2V)?
3.0 eV Å⁻¹

---

Copy entry 2 word for word.
Entry from OMol25: a structure of composition C19H28ClHfN3O4S2 (the ωB97M-V functional and the def2-TZVPD basis).

ORCA input file:
```
! wB97M-V def2-TZVPD RIJCOSX def2/J DEFGRID3
* xyz 2 1
Hf 0.05 -0.11 1.43
C -4.66 -1.35 -1.60
C -3.56 -0.37 -1.31
C -3.41 0.18 -0.03
C -2.42 1.12 0.23
C -1.56 1.54 -0.79
C -1.70 1.01 -2.07
C -2.69 0.06 -2.32
H -5.63 -0.84 -1.59
H -4.71 -2.12 -0.83
H -4.54 -1.82 -2.57
H -4.08 -0.12 0.76
H -2.38 1.59 1.21
H -0.85 2.33 -0.59
H -1.09 1.37 -2.88
H -2.81 -0.33 -3.32
N 3.09 -3.68 0.99
C 2.15 -2.74 0.26
C 2.96 -1.74 -0.55
C 2.05 -0.77 -1.32
N 1.43 0.24 -0.40
C 0.98 -1.52 -2.10
C 0.19 -2.50 -1.25
N -0.62 -1.77 -0.23
C 1.13 -3.50 -0.57
H 3.64 -3.14 1.67
H 3.73 -4.15 0.36
H 2.56 -4.38 1.51
H 1.66 -2.22 1.07
H 3.57 -2.26 -1.29
H 3.63 -1.18 0.11
H 2.67 -0.22 -2.02
H 0.90 0.89 -0.99
H 2.19 0.82 -0.01
H 1.47 -2.07 -2.90
H 0.30 -0.81 -2.59
H -0.48 -3.07 -1.90
H -1.14 -2.46 0.31
H -1.35 -1.26 -0.74
H 1.61 -4.10 -1.34
H 0.56 -4.18 0.07
S 2.19 -0.38 2.65
C 2.87 1.18 2.15
C 4.25 1.33 2.01
C 4.80 2.55 1.65
C 3.98 3.64 1.41
C 2.60 3.51 1.52
C 2.04 2.29 1.90
S 0.26 2.21 2.06
H 4.89 0.48 2.22
H 5.88 2.65 1.58
H 4.40 4.59 1.14
H 1.96 4.35 1.34
O -2.02 -2.50 4.09
Cl -1.18 -1.77 3.26
O -1.89 -1.20 2.06
O -0.59 -0.59 3.83
O -0.10 -2.54 2.65
*
```

HOMO energy: -0.510 Eh
E_tot: -2509.9775 Eh
Max |F|: 0.5 eV Å⁻¹
Energy above the lowest of the compared OMol25 structures with the same formula, charge and spin: 12.3 kcal/mol

---

Number 3 is which compound?
C19H28ClO2V